1.
Below is a molecular structure, C3H12N4O, with properties calculated with wB97M-V/def2-TZVPD.

Geometry as XYZ:
```
20
Properties=species:S:1:pos:R:3:mulliken_charge:R:1
C -0.44776 0.98194 -1.91312 -0.482
N 0.73073 1.35581 -1.24533 -0.636
O 0.36375 2.44131 -0.35844 -0.409
H 1.13052 3.02531 -0.38283 0.317
H 0.77313 0.32270 -0.36795 0.535
H -1.07351 0.30612 -1.20344 0.105
H -0.19044 0.32701 -2.74441 0.268
H -1.05236 1.82981 -2.24644 0.367
C 0.43988 -0.76347 0.47676 0.161
N 1.18297 -1.83810 -0.13172 -0.535
N 0.89515 -0.23586 1.73956 -0.535
N -1.82234 -0.27090 1.24488 -0.499
C -0.96434 -0.87618 0.34133 -0.505
H 0.60075 -0.77966 2.54090 0.226
H 2.18752 -1.73447 -0.05147 0.227
H 0.90935 -2.75930 0.18945 0.219
H 1.89493 -0.08795 1.76394 0.229
H -2.76484 -0.11827 0.92211 0.271
H -1.41623 0.53510 1.70237 0.257
H -1.37686 -1.66095 -0.27614 0.417
```

Values from the calculation:
HOMO energy	-7.1463	eV
frontier orbital gap	7.798	eV
ΔE to the lowest compared entry with this formula, charge and spin	5.0111	eV
charge	0
LUMO energy	0.0239	Eh

***

2.
Below is 2 unconnected molecules or ions with the total composition C3H12N4O, with properties calculated with wB97M-V/def2-TZVPD.

Geometry as XYZ:
```
20
Properties=species:S:1:pos:R:3:mulliken_charge:R:1
C -0.35952 -1.67518 1.85747 -0.870
C 0.82515 -1.23996 1.01565 -0.607
H -0.86411 -0.80758 2.29185 0.254
H -0.06500 -2.32783 2.68612 0.349
H -1.08989 -2.22284 1.25370 0.241
H 1.62162 -0.88400 1.68373 0.274
H 1.25985 -2.10763 0.50639 0.226
H 0.86887 -0.21507 0.23711 0.231
N 0.36072 1.07711 -0.73081 0.382
C -0.99390 0.44708 -0.54932 0.549
N 0.92273 1.07949 -2.01447 -0.781
N 0.58695 2.26879 -0.02188 -0.811
N -1.33636 -0.38639 -1.58264 -0.448
O -1.76215 0.82949 0.31502 -0.595
H 0.36862 1.69594 -2.60773 0.228
H 1.81489 1.56121 -1.91378 0.290
H 0.82732 1.97197 0.92527 0.281
H -0.31956 2.72773 0.09888 0.267
H -0.55608 -0.79312 -2.08013 0.259
H -2.11017 -0.99923 -1.37043 0.281
```

Values from the calculation:
HOMO energy	-8.7285	eV
frontier orbital gap	9.625	eV
SMILES	NC(=O)N(N)N.CC
ΔE to the lowest compared entry with this formula, charge and spin	3.0059	eV
charge	0
LUMO energy	0.0330	Eh

***

3.
Below is 3 unconnected molecules or ions with the total composition C3H12N4O, with properties calculated with wB97M-V/def2-TZVPD.

Geometry as XYZ:
```
20
Properties=species:S:1:pos:R:3:mulliken_charge:R:1
C 2.54153 1.05752 -0.28431 -0.978
C 1.67169 -1.89635 0.47518 -0.344
N 1.22509 1.71421 -0.47669 -0.610
N 1.12050 -0.93280 1.11271 -0.275
H 0.09603 -0.85092 1.21814 0.464
H 1.68653 0.06861 0.90357 0.376
H 1.07031 2.39516 0.26072 0.232
H 1.15732 2.22936 -1.35555 0.216
H 2.82290 0.58801 -1.22806 0.204
H 3.33164 1.77455 -0.03425 0.162
H 1.09792 -2.75083 0.12773 0.276
H 2.69843 -1.72213 0.16115 0.351
N -3.67438 -0.41617 -0.47398 -0.385
C -2.74311 -0.66278 0.49006 -0.107
O -1.20560 0.41964 -0.70802 -0.449
N -1.51929 -0.29237 0.46377 -0.370
H -0.27068 0.76615 -0.57017 0.438
H -3.40937 0.24883 -1.18429 0.246
H -4.64899 -0.48005 -0.23956 0.232
H -3.04845 -1.25764 1.34186 0.320
```

Values from the calculation:
HOMO energy	-6.1564	eV
frontier orbital gap	6.442	eV
ΔE to the lowest compared entry with this formula, charge and spin	5.7970	eV
charge	0
LUMO energy	0.0105	Eh

***

4.
Below is 2 unconnected molecules or ions with the total composition C3H12N5, with properties calculated with wB97M-V/def2-TZVPD.

Geometry as XYZ:
```
20
Properties=species:S:1:pos:R:3:mulliken_charge:R:1
N 1.13282 0.43285 0.68618 -0.129
C 1.56049 -0.77586 0.75221 0.393
N 0.69224 -1.87996 0.61881 -0.615
N 2.91880 -0.92902 0.95303 -0.535
H 1.83508 1.15569 0.55044 0.296
H 0.22291 0.64082 0.21777 0.165
H -0.07970 -1.81886 1.29353 0.325
H 0.21067 -1.77536 -0.28775 0.439
H 3.06291 -1.44223 1.82714 0.343
H 3.27548 -1.58471 0.25021 0.341
C -1.42388 0.58423 -1.32469 -0.179
C -1.82214 0.99816 -0.13828 -0.504
N -2.22176 2.33889 0.03879 -0.543
N -0.85788 -0.71102 -1.58493 -0.475
H -1.51046 1.29698 -2.14198 0.287
H -1.86487 0.37790 0.74506 0.323
H -1.44666 2.95761 0.25719 0.234
H -2.90123 2.41814 0.77953 0.279
H -0.19817 -0.62530 -2.34726 0.274
H -1.57734 -1.37165 -1.90557 0.281
```

Values from the calculation:
HOMO energy	-12.6992	eV
frontier orbital gap	8.389	eV
ΔE to the lowest compared entry with this formula, charge and spin	2.6082	eV
charge	+1
LUMO energy	-0.1584	Eh

***

5.
Below is a molecular structure, C3H12N6O3Rb, with properties calculated with wB97M-V/def2-TZVPD.

Geometry as XYZ:
```
25
Properties=species:S:1:pos:R:3:mulliken_charge:R:1
Rb 0.21799 -3.35780 2.19023 0.999
C 2.10948 -3.08296 -4.03583 0.594
O 2.25616 -2.59446 -2.91330 -0.676
N 1.75817 -4.32463 -4.32325 -0.358
N 2.32791 -2.47979 -5.14712 -0.350
H 1.78425 -4.58348 -5.29916 0.157
H 1.66947 -4.99069 -3.56919 0.207
H 1.90046 -3.04441 -5.86724 0.180
H 2.36187 -1.47130 -5.19062 0.246
C -4.92144 0.47852 0.01000 0.612
O -4.37454 -0.58129 0.02183 -0.638
N -5.98305 0.73903 -0.72203 -0.391
N -4.68051 1.49733 0.77568 -0.369
H -6.34322 1.68245 -0.74072 0.170
H -6.20076 0.18429 -1.53749 0.222
H -5.08918 2.37928 0.50134 0.175
H -3.84733 1.48233 1.34639 0.219
C 2.73321 2.50664 4.08463 0.669
O 1.71647 1.94005 3.89881 -0.654
N 2.90310 3.78779 3.91762 -0.395
N 3.64425 1.96853 4.81792 -0.378
H 2.24537 4.20789 3.27652 0.220
H 3.73679 4.26021 4.23681 0.180
H 3.51225 1.06231 5.24386 0.197
H 4.56283 2.33419 5.02431 0.162
```

Values from the calculation:
HOMO energy	-11.8794	eV
frontier orbital gap	8.100	eV
ΔE to the lowest compared entry with this formula, charge and spin	3.7102	eV
charge	+1
LUMO energy	-0.1389	Eh

***

6.
Below is 2 unconnected molecules or ions with the total composition C3H12NO, with properties calculated with wB97M-V/def2-TZVPD.

Geometry as XYZ:
```
17
Properties=species:S:1:pos:R:3:mulliken_charge:R:1
C -2.19466 -0.17006 -0.41319 -1.586
C -0.77228 -0.60675 -0.16388 -0.212
C 0.01743 -0.63580 -1.45029 -1.298
N -0.18355 0.44716 0.73710 -1.764
H -2.79630 -0.28798 0.49851 0.546
H -2.39957 0.81787 -0.79850 0.442
H -2.78788 -0.89745 -0.97467 0.488
H -0.70846 -1.53468 0.37010 0.123
H 0.17488 0.36795 -1.85695 0.353
H -0.55115 -1.13691 -2.24596 0.408
H 1.02614 -1.04652 -1.44588 0.484
H -0.67443 0.46831 1.67240 1.101
H 0.81980 0.25913 0.97434 0.363
H -0.32385 1.37906 0.32230 0.832
H 3.37869 0.51663 0.43477 0.372
H 2.67199 0.93448 1.90026 0.371
O 2.58794 0.71183 0.95073 -1.022
```

Values from the calculation:
HOMO energy (spin up / spin down)	-3.0393 / -11.9903	eV
multiplicity	2
frontier orbital gap (spin up / spin down)	4.016 / 12.611	eV
ΔE to the lowest compared entry with this formula, charge and spin	0.4488	eV
charge	0
LUMO energy (spin up / spin down)	0.0359 / 0.0228	Eh
<S²>	0.75

***

7.
Below is 2 unconnected molecules or ions with the total composition C3H12NO, with properties calculated with wB97M-V/def2-TZVPD.

Geometry as XYZ:
```
17
Properties=species:S:1:pos:R:3:mulliken_charge:R:1
C -1.22492 -1.15887 1.23515 -1.113
C -0.03316 -0.28783 1.28676 -0.364
N 0.29803 0.66141 0.12806 -0.153
C 1.60418 1.22700 -0.07355 -0.771
H -1.99867 -0.68898 1.84488 0.308
H -1.09510 -2.10822 1.69522 0.359
H -1.46571 -1.40147 0.24284 0.324
H 0.85845 -0.93760 1.36558 0.285
H -0.00982 0.36996 2.09069 0.476
H 0.09883 0.19312 -0.82002 0.301
H -0.53991 1.27649 0.16571 0.401
H 2.21253 0.31898 -0.05144 0.357
H 1.66108 1.63942 -1.06640 0.315
H 1.72655 2.05274 0.66476 0.313
H -1.46412 -0.36182 -2.78486 0.322
H -0.15074 -0.52528 -3.41966 0.327
O -0.47750 -0.26905 -2.50373 -0.687
```

Values from the calculation:
HOMO energy	-16.3468	eV
frontier orbital gap	13.212	eV
ΔE to the lowest compared entry with this formula, charge and spin	1.3425	eV
charge	+1
LUMO energy	-0.1152	Eh

***

8.
Below is 2 unconnected molecules or ions with the total composition C3H12NO, with properties calculated with wB97M-V/def2-TZVPD.

Geometry as XYZ:
```
17
Properties=species:S:1:pos:R:3:mulliken_charge:R:1
C 0.87430 0.14818 0.88609 -0.331
C 2.31305 -0.01865 1.26894 -0.944
N 0.73671 0.81907 -0.56420 -0.420
H 0.26888 -0.73492 0.83180 0.174
H 0.22677 0.78594 1.44722 0.505
H 2.82323 -0.34994 0.26156 0.318
H 2.43035 -0.75173 2.18836 0.328
H 1.58313 1.40198 -0.65235 0.347
H 0.90773 0.02942 -1.30215 0.395
H -0.01122 1.45962 -0.65040 0.324
H 2.66539 0.92759 1.71124 0.317
C -2.48351 -0.63844 -1.19682 -0.656
O -1.32215 -0.33524 -0.27279 -0.507
H -1.30555 -1.10477 0.45817 0.310
H -2.41808 0.33168 -1.72535 0.243
H -3.30526 -0.47547 -0.43197 0.284
H -2.66818 -1.51755 -1.75362 0.312
```

Values from the calculation:
HOMO energy	-14.7067	eV
frontier orbital gap	11.217	eV
ΔE to the lowest compared entry with this formula, charge and spin	3.0607	eV
charge	+1
LUMO energy	-0.1283	Eh

***

Maximum force across the listed records, respectively: 0.0483 0.0867 0.0362 0.0379 0.1298 0.0508 0.1133 0.1125 Eh/bohr.